[1]
Density functional theory data (wB97M-V/def2-TZVPD) for an isolated molecule of C4H13N2S in a non-equilibrium geometry.

The geometry in XYZ format:
```
20
Properties=species:S:1:pos:R:3:forces:R:3:lowdin_spin:R:1
C 0.358933 -0.800145 -1.068116 -1.147 -0.230 -0.721 0.04
N 0.371211 0.620053 -0.729352 -0.174 -0.044 2.124 0.02
C 0.363468 1.109826 0.687340 2.641 1.732 -2.169 0.03
C 1.803676 0.860107 1.356818 -1.172 -0.059 -0.461 0.00
S 1.490285 -0.497248 2.590483 1.258 -0.243 -1.024 0.01
C -1.094317 -1.461492 -0.761092 1.110 0.513 -3.229 0.13
N -2.025522 -0.300082 -1.079160 -0.255 -2.666 0.061 0.23
H 1.108346 -1.482029 -0.638216 0.068 0.680 0.405 0.00
H 0.541117 -0.846400 -2.152597 -0.281 -0.050 0.249 0.03
H 0.505540 1.382126 -1.382178 0.071 -0.880 -0.315 0.02
H -0.417277 0.713173 1.297818 -0.493 -0.582 0.326 0.02
H 0.164884 2.230685 0.599131 0.297 -1.325 0.172 0.01
H 2.593605 0.623735 0.578849 -1.161 -0.115 0.988 0.00
H 2.155968 1.758701 1.884789 -0.171 -0.412 -0.039 0.00
H 1.137434 0.381615 3.480207 -0.426 0.508 0.986 0.00
H -1.167943 -1.683664 0.268401 -0.337 -0.566 0.953 0.02
H -1.357668 -2.312055 -1.501421 0.536 1.190 1.417 0.06
H -2.989180 -0.522317 -0.762359 0.025 0.348 0.002 0.13
H -2.021845 -0.138126 -2.151339 -0.008 0.313 0.313 0.20
H -1.520715 0.363535 -0.518006 -0.381 1.888 -0.038 0.05
```
Forces are in eV/Å.

Output
E_HOMO (spin up / spin down) ... -3.34 / -9.08 eV
2S+1 ... 2
Energy above the lowest of the compared OMol25 structures with the same formula, charge and spin ... 3.3558 eV
Max |F| ... 3.8 eV/Å
Expectation value of S² ... 0.751
Kohn-Sham gap (spin up / spin down) ... 4.05 / 9.68 eV


[2]
Density functional theory data (wB97M-V/def2-TZVPD) for a structure of composition C2H16Li5O16S2 in a non-equilibrium geometry.

The geometry in XYZ format:
```
41
Properties=species:S:1:pos:R:3:forces:R:3:nbo_charge:R:1
Li -6.269831 24.428549 4.657196 -0.259 1.062 -0.485 0.94
Li -5.660397 27.817431 7.856652 -1.913 1.893 0.933 0.81
Li -7.986072 27.684242 6.239288 0.824 1.291 -0.388 0.91
Li -4.118468 26.420915 5.341339 -1.439 0.257 -1.076 0.95
Li -4.218308 25.008169 9.260873 -1.016 -0.036 -0.080 0.94
S -6.229417 25.124329 7.111437 -3.943 1.083 0.094 2.66
O -7.087617 24.197901 6.378400 -0.838 -0.728 -0.471 -1.12
O -6.803253 26.468498 7.166850 1.108 -0.731 -0.449 -1.06
O -6.072741 24.691475 8.489666 3.151 -0.802 0.613 -1.14
O -4.971974 25.044024 6.387530 3.588 1.052 -0.716 -1.19
S -6.677677 27.248067 3.609450 -3.204 5.846 -1.971 2.64
O -7.051106 27.232989 2.222879 -0.075 -0.256 -1.522 -1.06
O -5.794403 26.167638 3.869108 5.517 -6.070 2.168 -1.26
O -6.082151 28.514116 4.020205 1.176 -0.192 0.290 -1.05
O -7.857919 27.004472 4.424159 -2.454 -0.892 2.243 -1.18
O -7.033495 29.418748 6.879124 0.586 -0.595 2.784 -1.07
C -6.817004 30.267560 8.102153 -0.292 -1.721 -2.390 -0.10
C -6.917746 29.701263 9.533530 1.211 -1.149 0.395 -0.10
O -6.308464 28.449678 9.879359 0.128 0.185 -2.091 -0.95
H -7.542395 31.070842 7.973106 0.022 0.453 0.443 0.14
H -5.806210 30.668166 8.025337 0.355 0.326 -0.219 0.11
H -7.961164 29.775951 9.839797 -0.469 -0.571 0.200 0.12
H -6.359167 30.398138 10.158390 -0.206 0.961 0.109 0.12
O -7.581945 25.427526 10.243375 -0.510 0.037 1.135 -0.94
H -8.252574 24.746926 10.300681 -0.255 -0.207 0.188 0.45
H -6.898500 25.045273 9.692912 -0.502 0.348 0.143 0.45
O -3.431255 22.790857 6.127483 0.673 -0.268 -0.091 -0.95
H -4.180738 22.308429 5.778511 -0.173 -0.221 0.091 0.47
H -3.754201 23.684345 6.244155 -0.395 0.159 0.087 0.48
O -10.241335 24.251164 6.407929 -0.160 -0.179 0.168 -0.95
H -10.956752 24.776768 6.049968 -0.185 0.165 -0.115 0.47
H -9.460189 24.568967 5.955118 0.403 0.199 -0.162 0.48
O -9.330464 27.189281 9.122580 -0.407 0.182 -0.022 -0.91
H -9.246384 26.351308 8.667654 0.218 -0.315 0.052 0.46
H -9.707943 27.779589 8.470442 -0.112 0.372 -0.104 0.45
O -6.350165 22.131801 9.161046 1.024 -0.448 0.752 -0.99
H -7.127250 22.044785 8.608961 -0.544 -0.437 -0.117 0.48
H -6.241661 23.075909 9.275599 -0.168 -0.127 -0.092 0.46
O -8.571942 22.180774 7.680420 -0.199 -0.592 0.383 -0.95
H -8.029691 22.918965 7.402437 -0.078 0.700 -0.563 0.49
H -8.825818 21.748924 6.864779 -0.187 -0.032 -0.148 0.48
```
Forces are in eV/Å.

Output
E_HOMO ... -3.73 eV
Energy above the lowest of the compared OMol25 structures with the same formula, charge and spin ... 7.3306 eV
Net charge ... -1
Max |F| ... 8.5 eV/Å
Kohn-Sham gap ... 3.71 eV


[3]
Density functional theory data (wB97M-V/def2-TZVPD) for a structure of composition C12H50AgF6MnN17O26S2 in a non-equilibrium geometry.

The geometry in XYZ format:
```
115
Properties=species:S:1:pos:R:3:forces:R:3:lowdin_spin:R:1
Mn 3.084094 0.995755 -1.169325 -1.434 1.345 -0.561 4.70
Ag -0.664088 3.536884 -0.630026 1.139 0.227 -0.366 0.66
C -1.269045 4.013535 3.348998 0.220 -1.073 -0.760 0.00
F 0.012435 4.305284 3.072723 -0.721 0.118 0.301 0.00
F -1.322509 2.645124 3.490696 -0.117 1.415 -0.311 0.00
F -1.658475 4.552265 4.478635 0.225 0.179 0.012 0.00
S -2.422168 4.693933 1.936344 -1.872 -0.512 1.952 0.00
O -3.726429 4.874833 2.597973 2.174 -1.243 -1.449 0.01
O -1.892960 5.906782 1.425655 1.153 -0.283 -0.795 0.00
N -2.280735 3.339986 0.801345 0.192 3.087 2.611 0.08
S -3.471172 2.350425 1.108056 -2.261 -3.584 -0.735 0.01
O -3.275205 1.190360 0.199567 -0.201 1.985 2.407 0.00
O -3.850409 2.146310 2.528506 1.028 0.353 -3.229 0.01
C -4.912427 3.277800 0.186189 -1.258 -2.229 1.456 0.00
F -5.253308 2.569169 -0.893555 0.751 0.630 -0.223 0.00
F -6.057133 3.318035 0.910716 1.348 0.671 -0.139 0.00
F -4.461171 4.472059 -0.121939 -0.594 0.682 -0.594 0.00
O -0.351106 -0.232479 1.039976 0.474 -1.074 -0.592 0.01
C 0.369744 0.570594 0.249184 4.276 -0.935 -3.032 0.02
O 0.177656 1.751052 0.485973 -1.049 3.431 0.886 0.04
O 1.281452 0.198915 -0.553825 -1.690 -1.472 0.810 0.05
H -0.634736 0.612007 1.397755 -2.229 0.083 2.170 0.00
O 2.974149 4.801913 -2.419299 1.343 0.461 -1.199 0.01
C 1.998092 3.976627 -2.143782 -1.673 -2.277 3.885 0.01
O 2.179090 3.000156 -1.390621 2.404 -1.209 -0.096 0.04
O 0.813872 4.265888 -2.342938 -2.463 1.836 -1.629 0.11
H 2.612120 5.420295 -3.058157 0.040 0.548 -0.176 0.00
O -0.979211 -2.917679 2.379141 0.397 0.123 0.058 0.00
H -0.777051 -1.984526 2.311375 0.068 0.471 -0.382 0.00
H -1.616039 -2.974151 3.091527 -0.873 -0.197 0.540 0.00
O 0.993336 5.078396 0.533269 -0.371 0.120 -0.243 0.00
H 1.633942 4.908116 1.223822 0.377 -0.428 0.300 0.00
H 1.318545 5.863349 0.092470 -0.053 0.217 -0.195 0.00
O 3.563520 1.293168 0.860333 0.672 0.097 0.454 0.04
H 3.685516 1.990297 1.504824 -0.417 0.520 0.077 0.00
H 3.582107 0.485617 1.373897 -0.123 -0.776 0.205 0.00
O -1.837339 5.247884 -1.529651 -0.257 -0.025 -0.306 0.03
H -2.788451 5.208494 -1.429260 -0.380 -0.154 0.214 0.00
H -1.665331 6.137136 -1.839278 0.464 0.226 -0.006 0.00
O 3.072586 -1.330258 2.147209 0.287 0.092 -0.783 0.00
H 2.964024 -2.179841 2.574588 0.039 -0.280 0.005 0.00
H 2.741070 -0.697167 2.784020 -0.084 0.426 0.644 0.00
O 3.216920 4.095825 2.226771 -0.150 -0.219 -0.213 0.00
H 3.230282 4.284741 3.165046 -0.083 0.018 0.412 0.00
H 4.126916 3.893141 2.009796 0.344 0.327 -0.132 0.00
O 4.966167 2.038544 -1.747651 0.415 -0.213 0.114 0.04
H 5.695643 1.930916 -1.137314 0.258 -0.119 0.240 0.00
H 5.242333 2.746916 -2.329178 -0.284 0.319 -0.302 0.00
O 3.934672 -0.886503 -0.955047 0.969 -0.034 0.362 0.04
H 3.665381 -1.695702 -1.389690 -0.567 -0.848 -0.715 0.00
H 4.553809 -1.169993 -0.282338 0.114 -0.005 0.380 0.00
C 1.606881 -0.535136 4.678829 2.766 1.375 0.388 0.00
O 2.427112 0.330411 4.473828 1.307 1.611 -1.031 0.00
N 1.900205 -1.762817 4.920128 3.125 -5.042 0.508 0.00
N 0.366676 -0.420408 4.813361 -8.675 2.137 0.030 0.00
H 1.162946 -2.428476 5.103018 0.869 -0.220 0.132 0.00
H 2.876372 -1.934175 5.114635 -0.302 -0.562 0.071 0.00
H -0.196114 -1.247639 4.951463 0.042 0.375 -0.005 0.00
H -0.203656 0.385824 4.601665 0.616 0.227 -0.089 0.00
C -0.251653 -2.343621 -3.114435 -1.812 0.429 1.304 0.00
O -1.400868 -2.156494 -3.494956 0.132 0.160 -1.020 0.00
N 0.856653 -2.500634 -3.808284 2.675 -0.396 -3.227 0.00
N 0.074361 -2.404394 -1.821205 -0.080 -0.253 2.344 0.00
H 1.747775 -2.535902 -3.334209 -0.370 0.059 0.265 0.00
H 0.972373 -2.462645 -4.810916 -0.875 -0.147 0.235 0.00
H 0.970387 -2.785881 -1.553397 -0.260 0.352 0.109 0.00
H -0.478094 -1.946209 -1.110601 -0.090 -0.304 -0.308 0.00
C -4.931587 -2.866859 0.460430 -2.374 4.319 1.480 0.00
O -5.472395 -1.971658 1.141483 0.258 -0.535 0.051 0.00
N -3.789351 -3.375134 0.691045 4.837 -1.705 3.522 0.00
N -5.325316 -3.169525 -0.711607 -3.203 -1.300 -4.857 0.00
H -3.497783 -3.041641 1.598712 0.781 -0.841 0.323 0.00
H -3.530566 -4.298198 0.373106 0.169 0.327 0.197 0.00
H -4.920187 -3.988169 -1.142643 -0.462 0.506 -0.524 0.00
H -6.111127 -2.658095 -1.087187 0.010 -0.630 -0.097 0.00
C 3.435652 -4.179847 -2.857570 0.013 2.714 0.940 0.00
O 3.039029 -3.298811 -2.071261 -0.073 0.780 0.398 0.00
N 3.875012 -3.868042 -4.053969 1.041 0.189 -2.909 0.00
N 3.536694 -5.421145 -2.547419 0.111 -2.579 0.407 0.00
H 3.876343 -2.945590 -4.465284 -0.050 -0.375 0.437 0.00
H 4.368660 -4.622350 -4.509415 -0.007 0.599 -0.500 0.00
H 3.094776 -5.625667 -1.662551 -0.592 -0.818 0.480 0.00
H 3.548589 -6.058628 -3.330721 -0.060 -0.413 0.652 0.00
C 1.366270 -4.827706 0.366259 -1.420 -0.566 0.161 0.00
O 1.709934 -5.671396 -0.436315 1.441 -1.339 -1.115 0.00
N 0.437660 -5.013848 1.257783 -2.671 -2.840 2.181 0.00
N 1.791987 -3.606355 0.439593 2.623 2.887 -0.873 0.00
H -0.095671 -4.274627 1.692773 0.132 -0.023 0.119 0.00
H 0.126125 -5.970379 1.347682 -0.303 0.289 -0.020 0.00
H 1.284288 -2.905771 0.960682 0.538 0.067 -0.282 0.00
H 2.491318 -3.453084 -0.272827 -0.116 1.101 0.107 0.00
C -3.772304 -1.572204 4.316662 1.329 -2.630 -2.160 0.00
O -3.461741 -2.748487 4.077531 -0.083 -0.672 -0.038 0.00
N -4.372760 -0.753907 3.562316 -3.852 2.593 -4.288 0.00
N -3.271988 -0.899580 5.276998 4.057 1.488 6.605 0.00
H -4.367162 0.228948 3.794834 -0.266 -0.294 -0.457 0.00
H -4.804589 -1.037465 2.694436 -0.298 -0.259 -0.322 0.00
H -2.479245 -1.348571 5.712990 -0.381 0.163 0.502 0.00
H -3.343497 0.098371 5.415124 -0.174 -0.397 -0.154 0.00
C -2.012601 1.316227 -2.759647 -0.826 -1.512 0.587 0.00
O -1.304818 1.952183 -2.037352 2.462 2.968 1.128 0.00
N -2.526025 0.230531 -2.325705 -2.350 -4.374 1.899 0.00
N -2.339682 1.561761 -3.985065 0.005 2.497 -4.947 0.00
H -3.030665 -0.406070 -2.925858 0.200 0.046 0.225 0.00
H -2.690960 0.140492 -1.333335 0.306 -0.093 -0.066 0.00
H -1.998641 2.410344 -4.413667 -0.004 -0.163 0.041 0.00
H -2.860419 0.943174 -4.590274 0.049 0.076 0.510 0.00
C 2.156823 0.243865 -4.194659 -1.982 2.056 0.212 0.01
O 2.746980 0.514741 -3.176626 0.859 0.072 1.760 0.04
N 0.978611 0.750225 -4.577467 -1.359 1.030 0.823 0.00
N 2.671768 -0.450009 -5.149813 1.877 -2.425 -2.421 0.00
H 0.508059 0.408606 -5.403292 -0.129 0.092 0.492 0.00
H 0.470557 1.320513 -3.916594 -0.154 -0.105 -0.015 0.00
H 2.208406 -0.241303 -6.022642 1.168 -0.751 -0.428 0.00
H 3.633203 -0.721893 -5.002103 -0.111 0.161 -0.802 0.00
```
Forces are in eV/Å.

Output
E_HOMO (spin up / spin down) ... -10.95 / -11.05 eV
2S+1 ... 7
Net charge ... +1
Max |F| ... 8.9 eV/Å
Expectation value of S² ... 12.004
Kohn-Sham gap (spin up / spin down) ... 8.60 / 6.00 eV


Q: Which of these has the lowest max |F|?
A: C4H13N2S


What did the first record say?
Density functional theory data (wB97M-V/def2-TZVPD) for an isolated molecule of C4H13N2S in a non-equilibrium geometry.

The geometry in XYZ format:
```
20
Properties=species:S:1:pos:R:3:forces:R:3:lowdin_spin:R:1
C 0.358933 -0.800145 -1.068116 -1.147 -0.230 -0.721 0.04
N 0.371211 0.620053 -0.729352 -0.174 -0.044 2.124 0.02
C 0.363468 1.109826 0.687340 2.641 1.732 -2.169 0.03
C 1.803676 0.860107 1.356818 -1.172 -0.059 -0.461 0.00
S 1.490285 -0.497248 2.590483 1.258 -0.243 -1.024 0.01
C -1.094317 -1.461492 -0.761092 1.110 0.513 -3.229 0.13
N -2.025522 -0.300082 -1.079160 -0.255 -2.666 0.061 0.23
H 1.108346 -1.482029 -0.638216 0.068 0.680 0.405 0.00
H 0.541117 -0.846400 -2.152597 -0.281 -0.050 0.249 0.03
H 0.505540 1.382126 -1.382178 0.071 -0.880 -0.315 0.02
H -0.417277 0.713173 1.297818 -0.493 -0.582 0.326 0.02
H 0.164884 2.230685 0.599131 0.297 -1.325 0.172 0.01
H 2.593605 0.623735 0.578849 -1.161 -0.115 0.988 0.00
H 2.155968 1.758701 1.884789 -0.171 -0.412 -0.039 0.00
H 1.137434 0.381615 3.480207 -0.426 0.508 0.986 0.00
H -1.167943 -1.683664 0.268401 -0.337 -0.566 0.953 0.02
H -1.357668 -2.312055 -1.501421 0.536 1.190 1.417 0.06
H -2.989180 -0.522317 -0.762359 0.025 0.348 0.002 0.13
H -2.021845 -0.138126 -2.151339 -0.008 0.313 0.313 0.20
H -1.520715 0.363535 -0.518006 -0.381 1.888 -0.038 0.05
```
Forces are in eV/Å.

Output
E_HOMO (spin up / spin down) ... -3.34 / -9.08 eV
2S+1 ... 2
Energy above the lowest of the compared OMol25 structures with the same formula, charge and spin ... 3.3558 eV
Max |F| ... 3.8 eV/Å
Expectation value of S² ... 0.751
Kohn-Sham gap (spin up / spin down) ... 4.05 / 9.68 eV


Q: Which of these has the lowest max |F|?
A: C4H13N2S


Q: Which formula does entry 1 have?
A: C4H13N2S